Entry a
# C3H4NS

A molecular structure, C3H4NS (ωB97M-V with the def2-TZVPD basis set, OMol25).

```
! RIJCOSX wB97M-V def2-TZVPD def2/J DEFGRID3
* xyz 1 1
C 1.88491 0.68917 0.43159
C -1.38142 0.47016 -0.26703
C 0.08440 -0.94287 -0.15606
N 1.11328 -0.15828 0.19354
S -2.74192 0.09096 0.43225
H 2.47047 1.54105 0.64658
H -1.08305 1.26577 -0.77741
H -0.37147 -1.46227 0.67948
H 0.02478 -1.49369 -1.18294
*
```

Properties
Lowest unoccupied orbital energy, eV: -5.254
Orbital gap, eV: 8.154

In elementary charge units, the Mulliken charges are: atom 1 (C): 0.09, atom 2 (C): -0.10, atom 3 (C): -0.58, atom 4 (N): 0.03, atom 5 (S): -0.03, atom 6 (H): 0.44, atom 7 (H): 0.42, atom 8 (H): 0.40, atom 9 (H): 0.34



Entry b
# C3H4NS

A gas-phase ion, C3H4NS (charge +1) (ωB97M-V with the def2-TZVPD basis set, OMol25).

```
! RIJCOSX wB97M-V def2-TZVPD def2/J DEFGRID3
* xyz 1 1
C -0.59970 0.20376 -0.05748
C 1.81439 1.11486 0.06019
C -2.11197 -0.84049 0.03399
N 0.62228 0.58872 -0.05751
S -2.14814 0.96173 0.02172
H 2.09405 1.33452 -0.94328
H 2.34169 1.25886 1.00388
H -2.45161 -1.42144 -0.79726
H -2.36174 -1.40770 0.91321
*
```

Properties
Lowest unoccupied orbital energy, eV: -5.658
Orbital gap, eV: 9.202

In elementary charge units, the Mulliken charges are: atom 1 (C): 0.35, atom 2 (C): -0.11, atom 3 (C): -0.40, atom 4 (N): -0.18, atom 5 (S): 0.13, atom 6 (H): 0.29, atom 7 (H): 0.30, atom 8 (H): 0.32, atom 9 (H): 0.31



Entry c
# C3H4NS

2 unconnected molecules or ions with the total composition C3H4NS (ωB97M-V with the def2-TZVPD basis set, OMol25).

```
! RIJCOSX wB97M-V def2-TZVPD def2/J DEFGRID3
* xyz 1 1
C 2.54057 -0.15889 -0.48019
C 2.91874 -1.25093 -0.01847
C -0.23088 -0.71772 0.58922
N 0.26383 -0.39956 -0.43003
S 3.18918 -2.68379 0.54884
H 0.28287 -1.43603 1.30572
H -1.25374 -0.55842 0.73724
H 2.20224 0.76377 -0.83664
H -0.16912 0.14365 -1.23085
*
```

Properties
Lowest unoccupied orbital energy (spin up / spin down), eV: -7.934 / -7.950
Orbital gap (spin up / spin down), eV: 6.484 / 6.488

In elementary charge units, the Mulliken charges are: atom 1 (C): 0.29, atom 2 (C): 0.00, atom 3 (C): -0.09, atom 4 (N): -0.30, atom 5 (S): -0.08, atom 6 (H): 0.12, atom 7 (H): 0.31, atom 8 (H): 0.45, atom 9 (H): 0.30



Entry d
# C3H4NS

A gas-phase ion, C3H4NS (charge +1) (ωB97M-V with the def2-TZVPD basis set, OMol25).

```
! RIJCOSX wB97M-V def2-TZVPD def2/J DEFGRID3
* xyz 1 1
C 0.36506 -0.06408 0.29712
C -0.87054 -0.54955 -1.75268
C 0.58482 0.63810 1.57240
N -0.23366 -0.18724 -0.77288
S 1.78619 -0.62371 0.99058
H -0.75499 0.17388 -2.54221
H -1.39400 -1.39237 -1.87792
H 0.63551 1.72363 1.61901
H -0.11838 0.28133 2.46658
*
```

Properties
Lowest unoccupied orbital energy, eV: -5.355
Orbital gap, eV: 9.572

In elementary charge units, the Mulliken charges are: atom 1 (C): 0.52, atom 2 (C): -0.18, atom 3 (C): -0.55, atom 4 (N): -0.04, atom 5 (S): 0.08, atom 6 (H): 0.27, atom 7 (H): 0.33, atom 8 (H): 0.30, atom 9 (H): 0.27



Most stable: entry d (next structure +0.0419 hartree)



Entry a
# H3N3O2

2 unconnected molecules or ions with the total composition H3N3O2 (ωB97M-V with the def2-TZVPD basis set, OMol25).

```
! RIJCOSX wB97M-V def2-TZVPD def2/J DEFGRID3
* xyz 0 1
N 1.14410 -0.60869 -0.13254
N 0.14662 0.03177 0.48433
N -1.12716 0.28753 0.00676
O -1.47372 -0.43568 -0.92416
O -1.79207 1.10711 0.57194
H 1.00845 -1.63919 -0.30827
H 1.44196 -0.10935 -0.97612
H 0.65182 1.36649 1.27806
*
```

Properties
Lowest unoccupied orbital energy, eV: -0.975
Orbital gap, eV: 9.356

In elementary charge units, the Mulliken charges are: atom 1 (N): -0.31, atom 2 (N): -0.52, atom 3 (N): 1.17, atom 4 (O): -0.59, atom 5 (O): -0.60, atom 6 (H): 0.28, atom 7 (H): 0.24, atom 8 (H): 0.33



Entry b
# H3N3O2

2 unconnected molecules or ions with the total composition H3N3O2 (ωB97M-V with the def2-TZVPD basis set, OMol25).

```
! RIJCOSX wB97M-V def2-TZVPD def2/J DEFGRID3
* xyz 0 1
N 1.05008 1.01621 0.72732
N -0.49601 0.36530 -0.29005
N -0.48463 -0.99794 -0.53844
O 0.04675 -1.71228 0.28801
O -1.18071 -1.36028 -1.44929
H 0.59321 1.76255 1.47099
H 1.21454 0.06417 1.04445
H -0.74324 0.86227 -1.25299
*
```

Properties
Lowest unoccupied orbital energy (spin up / spin down), eV: -1.177 / -1.175
Orbital gap (spin up / spin down), eV: 9.545 / 9.547

In elementary charge units, the Mulliken charges are: atom 1 (N): -0.37, atom 2 (N): -0.46, atom 3 (N): 1.14, atom 4 (O): -0.63, atom 5 (O): -0.59, atom 6 (H): 0.29, atom 7 (H): 0.32, atom 8 (H): 0.30



Entry c
# H3N3O2

A molecular structure, H3N3O2 (ωB97M-V with the def2-TZVPD basis set, OMol25).

```
! RIJCOSX wB97M-V def2-TZVPD def2/J DEFGRID3
* xyz 0 1
N 1.19824 0.66172 1.13401
N -0.54774 -1.29366 -0.00513
N 0.30681 -0.25311 -0.28260
O -0.55996 0.78267 -0.65597
O 1.44994 1.73863 0.79824
H -0.43446 -2.31334 -0.33697
H -1.51011 -0.87148 0.30184
H 0.09729 1.54858 -0.95342
*
```

Properties
Lowest unoccupied orbital energy (spin up / spin down), eV: -0.044 / 0.089
Orbital gap (spin up / spin down), eV: 7.558 / 7.675

In elementary charge units, the Mulliken charges are: atom 1 (N): 0.32, atom 2 (N): -0.38, atom 3 (N): -0.09, atom 4 (O): -0.46, atom 5 (O): -0.28, atom 6 (H): 0.25, atom 7 (H): 0.26, atom 8 (H): 0.37



Most stable: entry c (next structure +0.0161 hartree)



Entry a
# C5H12N2Si

C5H12N2Si in the gas phase (ωB97M-V with the def2-TZVPD basis set, OMol25).

```
! RIJCOSX wB97M-V def2-TZVPD def2/J DEFGRID3
* xyz 0 1
C 2.82358 1.02660 -0.33540
C 1.62724 1.18813 -0.91283
Si -0.04493 0.28254 -0.43719
C -1.38658 0.49229 -1.79411
N 0.09192 -1.33928 0.03351
C -0.63109 -1.79805 1.18647
C -0.36732 -0.62738 2.08869
N -0.70304 0.57975 1.20683
H 3.71595 1.58318 -0.44458
H 2.91320 0.26287 0.53308
H 1.34644 1.95142 -1.74288
H -1.66536 -0.36942 -2.32802
H -2.41027 0.71256 -1.30951
H -1.27647 1.34280 -2.47507
H 0.86312 -1.95798 -0.22105
H -0.28580 -2.75847 1.49528
H -1.69197 -1.78331 0.91025
H -1.09457 -0.88137 2.95379
H 0.64682 -0.56061 2.43922
H -1.14020 1.35561 1.59725
*
```

Properties
Lowest unoccupied orbital energy, eV: 0.995
SMILES string: C=C[Si]1(C)NCCN1
Orbital gap, eV: 9.405

In elementary charge units, the Mulliken charges are: atom 1 (C): -0.51, atom 2 (C): -0.25, atom 3 (Si): 0.08, atom 4 (C): -1.15, atom 5 (N): -0.21, atom 6 (C): -0.58, atom 7 (C): -0.33, atom 8 (N): -0.31, atom 9 (H): 0.33, atom 10 (H): 0.15, atom 11 (H): 0.18, atom 12 (H): 0.40, atom 13 (H): 0.29, atom 14 (H): 0.34, atom 15 (H): 0.27, atom 16 (H): 0.40, atom 17 (H): 0.19, atom 18 (H): 0.29, atom 19 (H): 0.26, atom 20 (H): 0.18



Entry b
# C5H12N2Si

2 unconnected molecules or ions with the total composition C5H12N2Si (ωB97M-V with the def2-TZVPD basis set, OMol25).

```
! RIJCOSX wB97M-V def2-TZVPD def2/J DEFGRID3
* xyz 0 1
C -2.13630 0.53664 1.13852
C 1.59636 -0.94060 -1.30065
C -1.05986 0.61337 -1.72136
C 1.01576 1.46323 0.53983
C -0.59324 -1.13648 0.83943
N -2.94121 1.28787 1.45902
N -0.03521 -1.41888 2.03137
Si 0.19994 0.03442 -0.42107
H 1.19002 -1.72019 -1.93958
H 2.20250 -0.29066 -1.92410
H 2.25693 -1.42016 -0.58407
H -2.05679 0.70870 -1.30415
H -0.78251 1.58624 -2.11443
H -1.11180 -0.07575 -2.55867
H 1.61881 2.07718 -0.12227
H 0.27638 2.10439 1.00720
H 1.67589 1.09130 1.31897
H -1.36843 -1.82594 0.53735
H 0.62808 -0.75581 2.39711
H -0.57531 -1.91885 2.72157
*
```

Properties
Lowest unoccupied orbital energy, eV: 0.172
Orbital gap, eV: 9.848

In elementary charge units, the Mulliken charges are: atom 1 (C): -0.07, atom 2 (C): -1.11, atom 3 (C): -1.10, atom 4 (C): -1.13, atom 5 (C): -0.10, atom 6 (N): -0.53, atom 7 (N): -0.32, atom 8 (Si): 0.33, atom 9 (H): 0.33, atom 10 (H): 0.33, atom 11 (H): 0.33, atom 12 (H): 0.38, atom 13 (H): 0.34, atom 14 (H): 0.35, atom 15 (H): 0.33, atom 16 (H): 0.35, atom 17 (H): 0.38, atom 18 (H): 0.43, atom 19 (H): 0.21, atom 20 (H): 0.28



Most stable: entry a (next structure +0.0265 hartree)



Entry a
# C2H5N2O2S

A molecular structure, C2H5N2O2S (ωB97M-V with the def2-TZVPD basis set, OMol25).

```
! RIJCOSX wB97M-V def2-TZVPD def2/J DEFGRID3
* xyz -1 1
C -0.86660 1.45110 -0.84675
C -1.16476 0.22231 0.02286
N -0.50956 1.21075 0.57630
N 1.93596 -0.20536 0.36616
O 1.08722 -2.27095 -0.72188
O 0.45241 -1.97734 1.70991
S 0.91964 -1.33969 0.43227
H -0.00225 1.43846 -1.60356
H -1.51671 2.35945 -1.21442
H -2.04403 -0.30819 0.27110
H -0.42003 -0.78921 -0.23183
H 2.12870 0.20868 1.23982
*
```

Properties
Lowest unoccupied orbital energy (spin up / spin down), eV: 3.945 / 3.945
Orbital gap (spin up / spin down), eV: 7.760 / 7.761

In elementary charge units, the Mulliken charges are: atom 1 (C): -0.31, atom 2 (C): -0.06, atom 3 (N): -0.53, atom 4 (N): -0.52, atom 5 (O): -0.66, atom 6 (O): -0.60, atom 7 (S): 0.80, atom 8 (H): 0.14, atom 9 (H): 0.17, atom 10 (H): 0.31, atom 11 (H): 0.01, atom 12 (H): 0.23



Entry b
# C2H5N2O2S

A gas-phase ion, C2H5N2O2S (charge -1) (ωB97M-V with the def2-TZVPD basis set, OMol25).

```
! RIJCOSX wB97M-V def2-TZVPD def2/J DEFGRID3
* xyz -1 1
C -0.79501 1.14678 -0.49860
C -0.25837 0.00761 0.29216
N -0.65171 -2.18084 0.55988
N -0.61031 -1.23534 -0.26547
O 2.48563 -0.08979 1.27182
O 1.95978 1.36775 -0.63618
S 1.88274 -0.02061 -0.09717
H -1.59366 0.82716 -1.15842
H -1.22950 1.80596 0.20348
H -0.00922 1.56570 -1.14967
H -0.26800 0.03782 1.32130
H -0.91236 -3.23221 0.15688
*
```

Properties
Lowest unoccupied orbital energy, eV: 4.139
Orbital gap, eV: 7.517

In elementary charge units, the Mulliken charges are: atom 1 (C): -0.91, atom 2 (C): -0.24, atom 3 (N): -0.68, atom 4 (N): -0.04, atom 5 (O): -0.59, atom 6 (O): -0.62, atom 7 (S): 0.47, atom 8 (H): 0.34, atom 9 (H): 0.22, atom 10 (H): 0.31, atom 11 (H): 0.59, atom 12 (H): 0.16



Most stable: entry b (next structure +0.0957 hartree)



Entry a
# C3H2N2OS

C3H2N2OS in the gas phase (ωB97M-V with the def2-TZVPD basis set, OMol25).

```
! RIJCOSX wB97M-V def2-TZVPD def2/J DEFGRID3
* xyz 0 1
N 0.46407 2.41643 0.24786
C 0.12205 1.22418 -0.07320
C 0.35934 -0.15651 -0.07382
S 1.95929 -0.64093 -0.10920
N -0.56761 -1.05324 0.24749
C -1.95213 -0.81506 0.08291
O -2.36638 0.36310 -0.27995
H -0.19213 -2.05205 0.76672
H -2.67627 -1.65587 0.13724
*
```

Properties
Lowest unoccupied orbital energy, eV: -1.836
SMILES string: N#CC(=S)NC=O
Orbital gap, eV: 7.729

In elementary charge units, the Mulliken charges are: atom 1 (N): -0.40, atom 2 (C): 0.29, atom 3 (C): 0.18, atom 4 (S): -0.22, atom 5 (N): -0.18, atom 6 (C): 0.11, atom 7 (O): -0.51, atom 8 (H): 0.36, atom 9 (H): 0.37



Entry b
# C3H2N2OS

C3H2N2OS in the gas phase (ωB97M-V with the def2-TZVPD basis set, OMol25).

```
! RIJCOSX wB97M-V def2-TZVPD def2/J DEFGRID3
* xyz 0 1
H -0.21333 2.67524 0.01804
N 0.38723 1.81738 -0.28240
C 0.05455 0.67623 0.09167
N -1.23020 0.20562 0.46895
C -1.09453 -1.10018 0.01642
O 0.21091 -1.54674 -0.20426
C 1.04115 -0.42318 -0.09609
S 2.67507 -0.30813 0.16060
H -1.83084 -1.99623 -0.17292
*
```

Properties
Lowest unoccupied orbital energy, eV: -1.444
SMILES string: [H]/N=C1\N=COC1=S
Orbital gap, eV: 7.993

In elementary charge units, the Mulliken charges are: atom 1 (H): 0.30, atom 2 (N): -0.51, atom 3 (C): 0.44, atom 4 (N): -0.49, atom 5 (C): 0.13, atom 6 (O): -0.29, atom 7 (C): 0.29, atom 8 (S): -0.17, atom 9 (H): 0.30



Entry c
# C3H2N2OS

C3H2N2OS in the gas phase (ωB97M-V with the def2-TZVPD basis set, OMol25).

```
! RIJCOSX wB97M-V def2-TZVPD def2/J DEFGRID3
* xyz 0 1
O -1.46791 0.41464 2.16225
C -1.41857 1.15938 1.18722
N -2.36950 1.52670 0.01560
N -1.63379 1.66382 -0.94999
C -0.33667 1.54933 -0.80197
S 0.43520 2.95897 -0.17077
C -0.13129 1.42949 0.82428
H 0.15180 0.91900 -1.45559
H 0.67385 0.91677 1.41135
*
```

Properties
Lowest unoccupied orbital energy, eV: -1.279
SMILES string: O=C1N=N[C@H]2S[C@@H]12
Orbital gap, eV: 8.086

In elementary charge units, the Mulliken charges are: atom 1 (O): -0.49, atom 2 (C): 0.48, atom 3 (N): -0.28, atom 4 (N): -0.10, atom 5 (C): -0.09, atom 6 (S): -0.09, atom 7 (C): -0.30, atom 8 (H): 0.45, atom 9 (H): 0.42



Entry d
# C3H2N2OS

C3H2N2OS in the gas phase (ωB97M-V with the def2-TZVPD basis set, OMol25).

```
! RIJCOSX wB97M-V def2-TZVPD def2/J DEFGRID3
* xyz 0 1
O -1.97701 0.87160 -0.59263
C -0.91250 0.36422 -0.37333
C -0.09824 -0.54697 -1.21158
N 0.98051 -0.91913 -0.61448
N 0.97239 -0.32252 0.64653
C -0.06466 0.49686 0.90332
S -0.36249 1.44149 2.20570
H -0.33078 -0.91368 -2.19928
H 1.79277 -0.47186 1.23575
*
```

Properties
Lowest unoccupied orbital energy, eV: -1.919
SMILES string: O=C1C=NNC1=S
Orbital gap, eV: 7.292

In elementary charge units, the Mulliken charges are: atom 1 (O): -0.47, atom 2 (C): 0.77, atom 3 (C): -0.28, atom 4 (N): -0.58, atom 5 (N): 0.16, atom 6 (C): -0.01, atom 7 (S): -0.26, atom 8 (H): 0.44, atom 9 (H): 0.23



Most stable: entry d (next structure +0.0342 hartree)



Entry a
# C2H11N4

2 unconnected molecules or ions with the total composition C2H11N4 (ωB97M-V with the def2-TZVPD basis set, OMol25).

```
! RIJCOSX wB97M-V def2-TZVPD def2/J DEFGRID3
* xyz 1 1
C -1.17113 -0.32973 -1.61841
C 1.20452 -1.12321 0.02584
N -0.80965 0.45893 1.80467
N 1.59118 1.17612 0.31555
N -0.21757 0.47093 -0.91631
N 0.94375 0.27974 -0.25740
H -1.66243 0.15878 -2.44099
H -0.69466 -1.28105 -1.81348
H -1.91377 -0.64713 -0.97071
H 0.36996 -1.71624 0.40690
H 1.79632 -1.37063 -0.87197
H 1.94251 -1.10071 0.72680
H -1.38084 0.74875 2.58581
H -0.34556 -0.36642 2.11071
H 1.20483 2.10071 0.08528
H -0.15095 1.19575 1.65640
H -0.70651 1.34541 -0.82870
*
```

Properties
Lowest unoccupied orbital energy, eV: -5.192
Orbital gap, eV: 9.060

In elementary charge units, the Mulliken charges are: atom 1 (C): -0.84, atom 2 (C): -1.06, atom 3 (N): -0.58, atom 4 (N): -0.80, atom 5 (N): -0.19, atom 6 (N): 0.95, atom 7 (H): 0.31, atom 8 (H): 0.36, atom 9 (H): 0.42, atom 10 (H): 0.42, atom 11 (H): 0.42, atom 12 (H): 0.41, atom 13 (H): 0.26, atom 14 (H): 0.17, atom 15 (H): 0.30, atom 16 (H): 0.19, atom 17 (H): 0.27



Entry b
# C2H11N4

2 unconnected molecules or ions with the total composition C2H11N4 (ωB97M-V with the def2-TZVPD basis set, OMol25).

```
! RIJCOSX wB97M-V def2-TZVPD def2/J DEFGRID3
* xyz 1 1
N 0.88718 1.03525 1.06931
C 0.33819 2.22158 1.22884
N -0.77579 2.61983 0.59618
H 0.38395 0.18099 0.68462
H 1.82724 0.94282 1.41024
H 0.80838 2.89036 1.92923
H -1.11413 3.58254 0.74290
H -1.35487 2.01617 0.01905
N -0.43685 -1.27020 0.23352
C -0.40012 -1.39251 -1.25369
N 0.66037 -2.26191 -1.77218
H -1.42328 -1.33916 0.52254
H 0.02678 -2.09608 0.68128
H -1.35932 -1.76212 -1.60109
H -0.26380 -0.36870 -1.59875
H 1.58076 -1.82831 -1.52603
H 0.61530 -3.17055 -1.36598
*
```

Properties
Lowest unoccupied orbital energy, eV: -3.449
Orbital gap, eV: 9.693

In elementary charge units, the Mulliken charges are: atom 1 (N): -0.22, atom 2 (C): 0.18, atom 3 (N): -0.31, atom 4 (H): 0.33, atom 5 (H): 0.24, atom 6 (H): 0.35, atom 7 (H): 0.25, atom 8 (H): 0.23, atom 9 (N): -0.76, atom 10 (C): -0.29, atom 11 (N): -0.58, atom 12 (H): 0.24, atom 13 (H): 0.25, atom 14 (H): 0.36, atom 15 (H): 0.22, atom 16 (H): 0.23, atom 17 (H): 0.26



Most stable: entry b (next structure +0.1567 hartree)